Entry from the OMol25 dataset: a cluster of 10 separate species, C65H49N4O36 in total (ωB97M-V with the def2-TZVPD basis set).

Results
- HOMO-LUMO gap (eV) = 5.9
- largest force on an atom (eV/A) = 5.486
- charge = +1

Positions of all 154 atoms, in Å:
C 11.882206 1.941961 -1.638369
C 11.561927 1.366141 -2.664810
C 10.978662 0.775573 -3.992537
C 9.401036 0.812974 -3.891174
C 8.939836 -0.132671 -2.737886
C 7.376524 -0.163617 -2.528049
C 6.704019 -1.406872 -2.092370
C 5.259055 -1.208411 -1.913895
C 4.670322 0.097815 -2.171429
N 5.242696 1.266225 -2.618209
C 6.589481 1.031855 -2.764545
N 9.409093 -1.515619 -3.144005
C 10.774246 -1.564914 -3.424441
N 11.492611 -2.649081 -2.958027
N 11.497285 -0.618565 -4.174473
H 12.031135 2.246759 -0.580277
H 11.351159 1.455699 -4.815070
H 9.136720 1.895453 -3.716516
H 8.982925 0.516730 -4.901110
H 9.451401 0.083392 -1.754547
H 7.191122 -2.387688 -1.888826
H 4.614375 -2.057410 -1.580168
H 3.561363 0.178850 -1.977213
H 7.170020 1.929237 -3.129043
H 9.266461 -2.186470 -2.383582
H 11.505910 -3.490655 -3.541829
H 11.941022 -2.617810 -2.039831
H 12.461978 -0.637555 -3.806845
C 1.821379 -0.387847 2.013382
C 1.402086 0.495445 2.927539
C 2.168324 1.749742 3.207924
O 1.745919 2.536101 4.034278
C 3.411567 1.974421 2.469985
C 3.829160 1.089926 1.560375
C 3.049562 -0.149908 1.261184
O 3.459637 -0.921842 0.408649
O 4.974706 1.275174 0.869519
O 0.272536 0.293571 3.633897
H 1.276548 -1.297648 1.799241
H 3.965634 2.875700 2.694133
H 5.051835 0.501315 0.277887
H 0.180155 1.072259 4.223017
C -3.781795 -0.662657 5.834722
C -4.755683 -1.579366 5.799420
C -4.923530 -2.492219 4.628699
O -5.812073 -3.320840 4.652391
C -4.006422 -2.341137 3.499314
C -3.036009 -1.422780 3.534439
C -2.850734 -0.527399 4.716076
O -1.940824 0.281192 4.707481
O -2.176963 -1.260085 2.507124
O -5.628172 -1.723332 6.815404
H -3.647557 0.002877 6.676189
H -4.149967 -2.996725 2.651292
H -1.574269 -0.538972 2.782064
H -6.230626 -2.450712 6.550316
C 3.569096 4.117448 -6.052379
C 3.095479 5.338118 -6.323677
C 3.005759 6.391955 -5.265859
O 2.587725 7.497610 -5.558042
C 3.426271 6.040652 -3.910947
C 3.894858 4.821451 -3.641615
C 4.011424 3.779799 -4.699572
O 4.466326 2.689975 -4.400290
O 4.289330 4.470948 -2.395859
O 2.679767 5.675574 -7.560229
H 3.642790 3.346303 -6.807074
H 3.340758 6.804661 -3.151234
H 4.586332 3.539233 -2.466065
H 2.387708 6.605618 -7.494111
C -9.563118 -5.055322 7.499354
C -10.538125 -5.969157 7.469420
C -10.711252 -6.887667 6.301726
O -11.602022 -7.718640 6.324520
C -9.795441 -6.740970 5.171348
C -8.823083 -5.824573 5.200537
C -8.633997 -4.926946 6.377491
O -7.722013 -4.120364 6.364365
O -7.966488 -5.667834 4.167496
O -11.408769 -6.106122 8.489069
H -9.425273 -4.386560 8.338087
H -9.940444 -7.396117 4.329401
H -7.359485 -4.945994 4.432457
H -12.008704 -6.830512 8.224842
C -11.761687 -5.760413 1.267735
C -12.552903 -5.223388 0.334109
C -14.014237 -5.531979 0.278071
O -14.701534 -5.004467 -0.579379
C -14.557983 -6.465222 1.261139
C -13.766117 -7.005363 2.193340
C -12.310633 -6.675772 2.265814
O -11.630500 -7.177150 3.142981
O -14.243121 -7.869777 3.109364
O -12.070825 -4.378565 -0.598735
H -10.703214 -5.543818 1.320858
H -15.613140 -6.693293 1.198781
H -13.477197 -8.112410 3.666985
H -12.838513 -4.131960 -1.150333
C -16.426136 -0.639292 -1.900321
C -16.160467 -1.651619 -1.066634
C -15.634078 -1.408403 0.312749
O -15.422294 -2.356233 1.047805
C -15.389509 -0.025401 0.720331
C -15.652288 0.984431 -0.114885
C -16.203733 0.743311 -1.483102
O -16.445306 1.694906 -2.203955
O -15.432771 2.266772 0.237626
O -16.354808 -2.932493 -1.429534
H -16.808769 -0.800872 -2.898756
H -14.992518 0.136546 1.713099
H -15.703072 2.799930 -0.535280
H -16.090028 -3.468688 -0.653733
C 10.785616 -0.751302 -7.621387
C 11.090331 -1.960710 -8.098106
C 10.860298 -2.314293 -9.532434
O 11.170203 -3.421705 -9.927332
C 10.262117 -1.301447 -10.401421
C 9.953808 -0.091112 -9.921907
C 10.209595 0.269373 -8.494812
O 9.932209 1.387624 -8.098239
O 9.400008 0.855908 -10.703153
O 11.620291 -2.918974 -7.309054
H 10.949055 -0.482819 -6.587451
H 10.084414 -1.574880 -11.432388
H 9.275824 1.634272 -10.126699
H 11.749269 -3.694300 -7.891571
C -1.499368 1.859422 8.399066
C -1.296086 1.690049 9.709590
C 0.083218 1.614151 10.282119
O 0.223342 1.478128 11.483148
C 1.215538 1.703629 9.360182
C 1.011349 1.869682 8.049860
C -0.366951 1.972129 7.482065
O -0.504538 2.140152 6.285082
O 2.039227 1.953579 7.179201
O -2.323091 1.580941 10.574195
H -2.491398 1.918067 7.972584
H 2.207606 1.630256 9.784153
H 1.630128 2.075390 6.298367
H -1.913810 1.468153 11.454256
C 8.938317 9.008877 -3.232115
C 9.569039 7.987556 -2.644144
C 8.952202 6.628137 -2.568947
O 9.569962 5.718532 -2.040583
C 7.617312 6.447824 -3.135458
C 6.984506 7.469536 -3.720769
C 7.611855 8.822327 -3.820684
O 7.008107 9.718519 -4.377803
O 5.752640 7.323094 -4.247199
O 10.791058 8.135996 -2.092878
H 9.374794 9.996342 -3.294934
H 7.174193 5.463900 -3.058961
H 5.515673 8.200679 -4.610609
H 11.026483 7.257847 -1.737639

Forces on atoms 1 to 3 (eV/Å):
-0.6 -1.1 0.0
-0.4 0.2 -0.4
0.1 2.0 1.1

These are the Löwdin partial charges, in e, on atoms 1 to 8: C 0.13; C -0.08; C -0.26; C -0.09; C -0.22; C -0.12; C 0.02; C -0.04

Entry from the OMol25 dataset: the ion C6H11N with charge +1 (ωB97M-V with the def2-TZVPD basis set).

Results
- HOMO-LUMO gap (alpha / beta) (eV) = 8.2 / 8.4
- 2S+1 = 2
- largest force on an atom (eV/A) = 5.237
- relative energy (zero: lowest compared OMol25 entry of this formula, charge and spin) (eV) = 2.187
- charge = +1

Positions of all 18 atoms, in Å:
C 0.989818 1.381572 0.721237
N -1.639992 0.087799 1.150566
C -1.078057 0.193738 -0.193557
C 0.307142 0.346799 -0.060618
C 1.153227 -0.845280 -0.601767
C 2.284861 -1.099436 0.143741
C -1.807129 -0.271432 -1.392228
H 0.351193 2.375408 0.737916
H 0.964037 1.139513 1.792668
H 2.009812 1.537818 0.296579
H -1.246538 0.739779 1.876989
H -2.620690 0.202370 1.078192
H 1.075315 -1.263449 -1.616709
H 3.185115 -1.599872 -0.141090
H 2.639147 -0.486168 1.011567
H -1.143591 -1.154894 -1.662813
H -2.779111 -0.834302 -1.077562
H -2.053915 0.493433 -2.050546

Forces on atoms 1 to 3 (eV/Å):
-1.2 2.3 0.5
1.3 2.4 -3.3
-0.9 -0.8 4.9

These are the Löwdin partial charges, in e, on atoms 1 to 8: C -0.06; N 0.20; C -0.20; C -0.20; C -0.05; C 0.07; C 0.02; H 0.15

Entry from the OMol25 dataset: a cluster of 2 separate species, C11H14N2 in total (ωB97M-V with the def2-TZVPD basis set).

Results
- HOMO-LUMO gap (eV) = 9.6
- largest force on an atom (eV/A) = 2.191
- relative energy (zero: lowest compared OMol25 entry of this formula, charge and spin) (eV) = 0.828
- charge = 0

Positions of all 27 atoms, in Å:
C -1.768047 1.479254 0.681554
C 0.942160 3.669078 -1.726622
C -0.009175 2.855601 -2.354569
C 0.889261 3.993823 -0.371596
C -0.902436 2.156065 -1.543855
C -0.101038 3.358345 0.376692
C -0.913044 2.396225 -0.167613
H 1.747179 4.119772 -2.290414
H -0.117385 2.829935 -3.425623
H 1.703353 4.605739 -0.015307
H -1.527128 1.485474 -2.120758
H -0.283984 3.641883 1.411109
H -1.215540 0.541018 0.779238
H -2.643588 1.178849 0.099874
H -2.007851 1.843671 1.677613
C -1.086440 -3.721057 1.722634
C 1.364242 -3.511064 -0.800836
C 0.140150 -3.401326 0.940158
C 1.218974 -2.673274 1.265815
N 0.202944 -3.931994 -0.333550
N 2.017762 -2.721459 0.119051
H 1.912436 -3.795064 -1.674579
H 3.010012 -2.654731 0.049053
H 1.590927 -2.043478 2.050981
H -1.906719 -3.210306 1.217607
H -1.042263 -3.682122 2.810480
H -1.214762 -4.808856 1.623460

Forces on atoms 1 to 3 (eV/Å):
0.2 -0.3 -0.7
0.1 0.5 -0.3
0.1 0.4 1.3

These are the Löwdin partial charges, in e, on atoms 1 to 8: C -0.05; C -0.11; C -0.08; C -0.08; C -0.06; C -0.07; C -0.29; H 0.09

Entry from the OMol25 dataset: the molecule C5H12N2O (ωB97M-V with the def2-TZVPD basis set).

Results
- HOMO-LUMO gap (eV) = 9.7
- largest force on an atom (eV/A) = 4.837
- relative energy (zero: lowest compared OMol25 entry of this formula, charge and spin) (eV) = 3.645
- charge = 0

Positions of all 20 atoms, in Å:
N 0.848590 -1.302699 -1.372953
C 0.124562 -0.467972 -0.402213
C 1.280089 0.162396 0.614638
C 2.337344 -0.721920 1.218502
O 3.392310 -1.215770 0.781576
C -0.553183 0.734403 -1.130988
N -1.560567 1.329804 -0.146136
C -2.378330 0.390238 0.687215
H 1.542215 -1.900325 -0.874150
H 1.328078 -0.771130 -2.076463
H -0.562709 -1.078071 0.147238
H 0.618368 0.577950 1.349383
H 1.896920 0.852919 0.025033
H 2.211661 -0.940714 2.308401
H 0.136596 1.560242 -1.016135
H -0.761013 0.394835 -2.104361
H -2.101854 2.164162 -0.498471
H -1.981440 0.312451 1.633341
H -3.498926 0.588177 0.607534
H -2.318712 -0.668975 0.249008

Forces on atoms 1 to 3 (eV/Å):
-0.5 -1.1 0.8
3.8 0.9 -0.7
-0.7 -1.0 -1.7

These are the Löwdin partial charges, in e, on atoms 1 to 8: N 0.02; C -0.33; C -0.09; C -0.26; O 0.00; C -0.16; N -0.13; C -0.13

Entry from the OMol25 dataset: the molecule C6H13NO (ωB97M-V with the def2-TZVPD basis set).

Results
- HOMO-LUMO gap (eV) = 9.4
- largest force on an atom (eV/A) = 1.406
- relative energy (zero: lowest compared OMol25 entry of this formula, charge and spin) (eV) = 2.163
- charge = 0

Positions of all 21 atoms, in Å:
C 0.918324 -2.151531 -0.309665
N -0.399063 -1.557630 -0.157313
C -0.464958 -0.122518 -0.320509
C -0.166983 0.678458 0.949158
C 0.983700 1.648903 0.847630
C 1.945794 1.717588 1.755955
C -1.822474 0.304393 -0.898343
O -2.141467 -0.452229 -2.060290
H 0.759466 -3.151799 -0.708542
H 1.516141 -1.620499 -1.063706
H 1.428540 -2.143088 0.651995
H -1.113398 -1.974745 -0.735311
H 0.234534 0.182612 -1.121338
H 0.007598 0.037065 1.803790
H -1.031688 1.311938 1.132658
H 0.982705 2.319259 -0.010692
H 2.687227 2.508710 1.812076
H 1.913838 1.039799 2.597069
H -1.734864 1.351787 -1.139744
H -2.582527 0.035753 -0.166171
H -1.920445 0.037773 -2.858706

Forces on atoms 1 to 3 (eV/Å):
-0.7 0.2 -0.5
-0.6 0.4 0.4
0.2 0.1 -0.9

These are the Löwdin partial charges, in e, on atoms 1 to 8: C -0.11; N -0.09; C -0.38; C -0.16; C -0.19; C -0.01; C -0.22; O -0.07

Entry from the OMol25 dataset: the ion C4H10N2O with charge +1 (ωB97M-V with the def2-TZVPD basis set).

Results
- HOMO-LUMO gap (alpha / beta) (eV) = 10.5 / 5.9
- 2S+1 = 2
- largest force on an atom (eV/A) = 1.436
- relative energy (zero: lowest compared OMol25 entry of this formula, charge and spin) (eV) = 1.030
- charge = +1

Positions of all 17 atoms, in Å:
N -1.722224 -0.247650 0.518678
C -0.667963 -0.127831 -0.456934
C -0.860222 -0.771912 -1.831660
C 0.530238 -0.744972 0.243109
N 1.175871 0.082966 1.237067
C 1.655704 1.412096 1.081626
O 0.937422 -1.850663 0.145318
H -2.514547 0.312350 0.238651
H -2.031764 -1.208044 0.587120
H -0.431618 0.939584 -0.597696
H -0.959506 -1.841054 -1.746147
H -0.060571 -0.506433 -2.496516
H -1.792744 -0.395608 -2.268444
H 1.404763 -0.354221 2.144164
H 1.002530 2.124769 1.611715
H 2.644701 1.471897 1.538190
H 1.689929 1.704726 0.051758

Forces on atoms 1 to 3 (eV/Å):
0.0 0.1 0.2
0.9 0.2 -0.9
-0.9 0.5 0.5

These are the Löwdin partial charges, in e, on atoms 1 to 8: N 0.09; C -0.38; C -0.02; C -0.37; N 0.22; C 0.01; O 0.25; H 0.10

Entry from the OMol25 dataset: a structure of composition C19H31F6FeGeINSbSi2 (ωB97M-V with the def2-TZVPD basis set).

Results
- HOMO-LUMO gap (alpha / beta) (eV) = 7.9 / 7.9
- largest force on an atom (eV/A) = 3.127
- relative energy (zero: lowest compared OMol25 entry of this formula, charge and spin) (eV) = 1.305
- charge = 0

Positions of all 63 atoms, in Å:
Fe -0.334765 0.504667 0.177840
C 1.784435 -0.796171 2.871824
Si 0.068418 -0.152868 2.436350
C -0.242499 1.331110 3.535246
C -1.099880 -1.553137 2.846647
C -1.276191 -2.040867 4.147203
C -2.103765 -3.128294 4.384299
C -2.754327 -3.747902 3.322035
C -2.584667 -3.267049 2.031434
C -1.761190 -2.162930 1.782172
Si -1.495396 -1.494832 0.034426
C -3.183021 -1.212835 -0.729038
C -0.631228 -2.906875 -0.860914
H 1.729528 -1.239017 3.872072
H 2.535378 0.000319 2.894816
H 2.122654 -1.573436 2.181724
H 0.194468 1.131652 4.518067
H -1.311752 1.502501 3.647063
H 0.199873 2.252752 3.146592
H -0.768101 -1.568393 4.983867
H -2.243176 -3.497373 5.394260
H -3.394701 -4.603375 3.503750
H -3.100777 -3.759495 1.211390
H -3.907932 -1.884505 -0.262389
H -3.166783 -1.407694 -1.804321
H -3.523291 -0.186224 -0.572289
H -1.291718 -3.780809 -0.837550
H 0.300950 -3.186514 -0.360587
H -0.419183 -2.678098 -1.908031
C 0.848487 0.735615 -4.489533
Ge 0.294915 1.683594 -2.854261
C 1.913399 2.621198 -2.271387
C -1.003923 3.017255 -3.431127
C -0.402755 0.156082 -1.793537
H 1.184641 1.453351 -5.241784
H 0.017775 0.161440 -4.905281
H 1.668842 0.045018 -4.276480
H 2.195692 3.295908 -3.082940
H 2.744145 1.933882 -2.098994
H 1.745466 3.219247 -1.374359
H -0.596807 3.500760 -4.321910
H -1.186752 3.781765 -2.675313
H -1.954377 2.549682 -3.687714
H 0.238380 -0.682069 -2.075872
H -1.402035 -0.035633 -2.194304
F -0.306633 2.745258 0.297891
Sb -2.218279 3.121456 0.530596
F -1.758490 3.850189 2.187023
F -2.156061 1.325242 1.256723
F -4.047221 3.299333 0.826707
F -2.513158 2.159462 -1.059064
F -2.013170 4.770357 -0.313099
I 4.879372 3.175003 1.345154
C 3.850899 1.536925 0.578186
C 4.526262 0.447931 0.055571
C 3.781710 -0.613241 -0.438492
C 2.403456 -0.543741 -0.393510
N 1.762635 0.518893 0.097888
C 2.467572 1.541686 0.581137
H 5.607790 0.425307 0.032530
H 4.268814 -1.483991 -0.854380
H 1.780878 -1.352231 -0.753455
H 1.903564 2.381356 0.970731

Forces on atoms 1 to 3 (eV/Å):
0.4 3.1 -0.1
0.1 0.1 -0.1
-0.3 -1.7 -0.1

These are the Löwdin partial charges, in e, on atoms 1 to 8: Fe 0.29; C -0.19; Si 0.61; C -0.18; C -0.30; C -0.09; C -0.09; C -0.09

Question: The lowest largest force on an atom belongs to which entry?
Answer: C6H13NO